ORCA calculation (ωB97M-V/def2-TZVPD) on a structure of composition C29H75F6N6O14S2V in a non-equilibrium geometry.

Properties
**Charge**: +3
**Multiplicity**: 4
**Orbital gap (spin up / spin down)**: 3.60 / 2.67 eV

Geometry as XYZ:
```
133
Properties=species:S:1:pos:R:3:forces:R:3
V -8.5685 10.1617 23.2103 -0.216 -1.025 1.106
C -8.5034 8.4610 19.0834 1.248 0.786 0.149
F -8.3253 9.7958 19.1128 0.508 -0.673 -0.227
F -9.7768 8.2941 18.8074 0.291 -0.876 -0.115
F -7.6704 7.8442 18.2082 -1.614 1.018 1.218
S -8.1351 7.7688 20.8787 -0.254 -2.164 -0.764
O -9.4039 7.3249 21.3539 -0.782 1.317 0.337
O -7.1970 6.6785 20.7577 -0.073 1.838 0.254
N -7.5250 9.1704 21.8501 -1.271 -2.689 -2.354
S -6.0103 9.2200 21.3441 5.861 1.914 1.441
O -5.7116 8.8929 19.9963 -1.371 -0.572 -0.617
O -5.3357 10.4322 21.7876 -1.865 -0.727 0.364
C -5.0771 7.8942 22.4304 1.988 -0.769 -1.672
F -3.8632 8.4728 22.7537 -2.379 -0.937 0.021
F -5.8360 7.6323 23.4929 0.502 -0.060 0.318
F -4.7645 6.7025 21.8100 -0.790 2.292 1.015
C -2.9394 3.8838 15.0970 0.549 1.315 0.913
C -3.1528 3.3974 16.5371 0.746 0.078 -0.834
C -3.9922 4.3866 17.3971 -0.059 0.300 -1.716
O -3.4612 5.7384 17.3930 1.517 -1.860 -1.074
C -3.9281 6.4850 18.4247 -1.019 0.480 1.877
N -3.7188 2.0398 16.4713 -0.654 0.338 1.312
H -2.1131 3.3767 14.5989 -0.344 -0.269 -0.080
H -2.6318 4.9267 15.1734 0.231 0.183 -0.108
H -3.8461 3.9193 14.4931 -0.152 -0.619 0.062
H -2.1997 3.2330 17.0399 0.470 0.936 -0.115
H -4.1653 3.9717 18.3901 0.066 0.267 0.186
H -4.9227 4.5450 16.8519 -0.617 -0.671 0.388
H -5.0179 6.5039 18.4127 -0.512 0.467 -0.118
H -3.5236 7.4958 18.4767 0.044 -0.036 -0.624
H -3.7202 6.0585 19.4060 0.372 -0.334 0.225
H -3.6209 1.7845 17.4436 -0.876 -0.650 0.598
H -3.0108 1.4096 16.1225 0.211 0.094 -0.884
C -13.0104 13.1538 15.7154 0.887 -1.060 -0.734
C -11.7359 13.9598 16.0108 -1.466 1.416 0.067
C -10.4142 13.4861 15.4553 -0.372 -1.396 0.476
O -10.1790 12.2681 16.1306 0.904 -1.868 0.631
C -8.9472 11.6215 15.7837 -1.005 0.056 -0.009
N -12.0472 15.3168 15.5094 0.528 -0.467 -0.021
H -13.7720 13.3048 16.4805 -0.018 0.237 -0.219
H -12.8139 12.0835 15.6526 0.099 -0.200 0.357
H -13.3593 13.4077 14.7144 -0.271 0.294 0.206
H -11.6996 14.0161 17.0987 0.725 -0.264 0.280
H -9.5418 14.0777 15.7328 -0.260 0.945 -0.513
H -10.4940 13.2541 14.3933 0.164 0.536 -0.329
H -8.7252 10.8152 16.4828 -0.076 0.395 0.619
H -8.1378 12.3506 15.7464 0.205 -0.112 -0.096
H -9.0390 11.0513 14.8593 0.002 0.478 -0.613
H -11.1835 15.8010 15.3102 -0.082 0.504 0.202
H -12.5648 15.7819 16.2415 0.059 0.497 -0.239
C -11.1671 1.7427 21.4236 -0.119 0.124 2.020
C -10.8732 3.2562 21.7604 -0.904 -0.317 -0.874
C -9.6329 3.5518 22.5702 1.790 -0.719 0.458
O -9.5881 3.0561 23.9296 0.158 0.479 -0.536
C -9.1851 1.6982 24.0268 -0.344 -1.044 -1.083
N -10.9638 3.9352 20.4675 0.552 0.308 -1.085
H -11.5184 1.2441 22.3269 -0.367 0.153 0.205
H -10.3089 1.1004 21.2262 0.411 0.626 -0.624
H -11.9550 1.5655 20.6915 0.198 0.497 -0.133
H -11.6551 3.7618 22.3270 -0.605 -0.817 0.383
H -9.3860 4.6104 22.6511 -0.695 0.389 -0.044
H -8.7478 3.1836 22.0515 0.169 -0.409 -0.228
H -8.3758 1.4049 24.6953 -0.244 0.970 0.797
H -8.7610 1.3586 23.0818 -0.214 0.048 -0.363
H -10.0722 1.0913 24.2079 0.160 -0.159 0.247
H -10.3953 4.7478 20.2762 0.160 0.345 0.755
H -10.7376 3.3310 19.6904 -0.101 -0.398 0.112
C -8.5715 5.9451 25.0638 -2.130 0.002 0.285
C -9.5306 6.9838 24.3791 -0.883 -2.919 -0.790
C -11.0485 6.8291 24.7955 1.409 0.045 0.947
O -11.8024 7.9602 24.4774 0.623 1.529 -0.579
C -13.1708 7.8346 24.8458 -0.419 0.090 -0.768
N -8.8194 8.2279 24.6374 -0.196 1.767 -0.641
H -7.6234 5.9379 24.5260 0.015 -0.271 0.191
H -9.0388 4.9630 25.1364 0.296 -0.258 -0.555
H -8.4956 6.2353 26.1117 0.552 0.172 0.127
H -9.5203 6.7369 23.3175 0.154 0.455 0.143
H -11.1517 6.7093 25.8740 0.264 -0.357 0.270
H -11.4815 5.9524 24.3139 0.316 -0.253 -0.117
H -13.2732 7.6704 25.9185 -0.027 -0.524 -0.145
H -13.5380 7.0770 24.1536 -0.657 -0.422 0.741
H -13.7236 8.7461 24.6188 0.409 0.191 -0.076
H -9.0200 8.3461 25.6202 0.110 0.958 0.534
H -7.8768 7.8652 24.6286 0.561 0.441 -0.061
C -6.7690 5.9087 15.2839 -0.437 0.275 -0.430
C -6.7117 6.3168 13.7918 -4.475 -0.076 1.066
C -5.2965 6.4741 13.2856 2.486 0.111 -1.173
O -5.0902 7.2503 12.1766 -0.342 0.120 -0.042
C -5.3494 8.6399 12.2850 -0.747 1.441 0.040
N -7.4802 5.3508 13.0560 2.970 0.451 -0.076
H -6.2289 6.5345 15.9944 0.166 0.196 -0.395
H -6.4396 4.8799 15.4295 0.013 -0.035 -0.149
H -7.8343 5.9668 15.5073 0.079 -0.170 0.331
H -7.2892 7.2043 13.5332 0.508 0.867 0.725
H -4.9836 5.4530 13.0676 0.669 0.238 -0.031
H -4.7785 6.9119 14.1389 0.145 -0.079 0.344
H -4.7744 9.2556 12.9767 0.763 -0.827 0.405
H -6.3680 8.8393 12.6178 -0.432 -0.410 0.011
H -5.2718 9.1858 11.3448 0.246 -0.874 -0.347
H -6.9518 4.4936 13.1344 -0.823 -1.205 0.006
H -7.5382 5.6079 12.0810 -0.709 -0.069 -0.417
C -1.7946 10.9091 20.4641 -1.984 -0.290 0.477
C -2.6151 12.0163 19.7210 2.861 0.390 0.785
C -2.7267 13.2614 20.6052 -0.933 -0.227 0.314
O -1.7955 12.4281 18.6526 -0.235 0.053 -1.626
H -2.4519 10.6525 21.2949 0.442 -0.047 0.749
H -0.8192 11.2644 20.7964 -0.241 0.369 0.165
H -1.6038 9.9330 20.0181 -0.236 0.297 -0.881
H -3.6016 11.7833 19.3203 0.186 -0.549 0.046
H -3.4137 13.0899 21.4339 -0.228 0.055 0.155
H -3.1151 14.0598 19.9729 -0.022 0.099 0.147
H -1.7941 13.6002 21.0563 0.220 -0.248 -0.251
H -0.9268 12.6239 19.0112 0.112 0.046 -0.055
C -5.8122 11.1344 24.6668 0.354 0.081 -0.075
C -6.5064 12.3994 24.1461 2.178 0.587 2.116
O -7.4757 12.0272 23.2058 -0.849 -0.670 -0.619
O -6.7359 10.0233 24.5256 -0.885 0.518 -0.251
H -5.4981 11.1607 25.7102 -0.323 0.548 0.064
H -4.9135 10.8649 24.1121 -0.238 0.294 -0.359
H -5.7080 13.0587 23.8055 -0.012 -0.279 -1.181
H -6.9184 13.0788 24.8922 -0.660 -0.719 0.528
H -7.7413 12.8183 22.7310 -0.145 0.085 -0.184
H -6.5279 9.4441 25.2623 -0.321 -0.483 -0.020
C -10.7853 11.1730 21.2781 -1.164 0.383 -1.342
C -11.2588 9.8266 21.7041 -0.108 -0.502 0.047
O -10.5263 9.4336 22.8911 1.593 2.413 -1.723
O -9.4101 11.3908 21.6636 -0.647 -0.601 0.431
H -11.4800 11.9517 21.5926 0.586 0.285 0.673
H -10.8875 11.1748 20.1930 0.471 0.211 -0.178
H -11.1669 9.0911 20.9050 0.493 -0.206 0.277
H -12.3269 9.8730 21.9168 0.028 0.055 0.303
H -11.0639 8.7696 23.3290 -0.827 -1.366 1.756
H -9.1268 12.2247 21.2814 0.278 0.067 -0.217
```
Forces are in eV/Å.

Atomic partial charges in e from the Mulliken method, atoms 1 to 99:
1 V 0.69
2 C 0.47
3 F -0.17
4 F -0.16
5 F -0.10
6 S 0.24
7 O -0.69
8 O -0.41
9 N 0.87
10 S 0.45
11 O -0.34
12 O -0.60
13 C 0.35
14 F -0.18
15 F -0.13
16 F -0.13
17 C -1.40
18 C 0.46
19 C -0.38
20 O -0.38
21 C -0.74
22 N -0.78
23 H 0.47
24 H 0.31
25 H 0.24
26 H 0.41
27 H 0.38
28 H -0.19
29 H 0.25
30 H 0.30
31 H 0.45
32 H 0.29
33 H 0.30
34 C -1.44
35 C 0.61
36 C -0.68
37 O -0.26
38 C -0.48
39 N -0.68
40 H 0.34
41 H 0.31
42 H 0.39
43 H 0.18
44 H 0.42
45 H 0.32
46 H -0.16
47 H 0.37
48 H 0.31
49 H 0.22
50 H 0.25
51 C -1.63
52 C 0.94
53 C -0.06
54 O -0.37
55 C -0.84
56 N -0.63
57 H 0.39
58 H 0.40
59 H 0.45
60 H 0.05
61 H -0.50
62 H 0.49
63 H 0.31
64 H 0.30
65 H 0.31
66 H 0.11
67 H 0.28
68 C -1.40
69 C 1.06
70 C -0.95
71 O -0.51
72 C -0.89
73 N 0.33
74 H 0.52
75 H 0.39
76 H 0.53
77 H -0.99
78 H 0.52
79 H 0.34
80 H 0.29
81 H 0.40
82 H 0.33
83 H 0.20
84 H 0.16
85 C -1.45
86 C 0.32
87 C -0.26
88 O -0.28
89 C -0.67
90 N -0.40
91 H 0.30
92 H 0.49
93 H 0.37
94 H 0.36
95 H 0.22
96 H 0.42
97 H 0.34
98 H 0.28
99 H 0.34